[1]
C4H6N2 in the gas phase. Source: the Open Molecules 2025 dataset; level of theory: the ωB97M-V functional and the def2-TZVPD basis.

Values from the calculation:
- F_max: 0.010 Eh/bohr
- ΔE to the lowest compared entry with this formula, charge and spin: 95.3 kcal per mole
- Energy: -265.38375 Ha
- Frontier orbital gap: 9.21 eV

```
! RIJCOSX wB97M-V def2-TZVPD def2/J DEFGRID3
* xyz 0 1
N 0.2558 0.5965 0.5767
N -1.5113 -0.1363 1.7682
C 0.5809 0.0719 -1.9088
C 1.1348 0.3149 -0.5442
C -0.4295 -0.4599 1.0403
C 0.8412 -0.9827 -1.2047
H 0.0796 1.5660 0.8447
H -1.9794 0.7625 1.6848
H 0.7557 -2.0463 -1.0518
H 0.2265 0.5011 -2.8288
H 2.1435 0.7185 -0.4231
H -2.0977 -0.9060 2.0465
*
```

[2]
A molecular structure, C36H76BCl3CuF4N7. Source: the Open Molecules 2025 dataset; level of theory: the ωB97M-V functional and the def2-TZVPD basis.

Values from the calculation:
- F_max: 0.072 Eh/bohr
- Energy: -5245.77100 Ha
- Frontier orbital gap: 8.23 eV

```
! RIJCOSX wB97M-V def2-TZVPD def2/J DEFGRID3
* xyz 2 1
Cu -0.8002 -1.3032 -1.9700
Cl -2.8595 0.1320 -1.5134
Cl 1.1146 -0.4841 -2.5728
Cl -1.8681 -3.3883 -2.0452
F 2.1437 -1.2754 2.4974
F 1.5856 0.8464 1.8136
F 0.5183 -0.8543 0.9846
F 2.7335 -0.4522 0.4338
N 1.7141 -3.9002 -1.8706
N -1.9400 -0.5181 -5.2094
N 5.9221 0.8830 2.2763
N -3.6466 -1.0765 2.2635
N -3.7761 -0.9217 -4.1521
N 0.4952 -4.7465 -0.2944
N -0.5872 3.3783 -1.5860
C -2.8720 0.9637 3.0989
C 0.2087 4.6182 -1.3777
C 5.2044 1.3467 1.0009
C -0.3142 2.7505 -2.8756
C 0.9850 6.8236 -2.4706
C 1.2427 -3.7422 0.3084
C -3.8461 -1.8914 0.9406
C 6.1650 -0.5791 2.1864
C 7.1874 -0.9099 3.2914
C 5.0023 1.2023 3.5251
C -0.1128 2.4613 -0.4707
C -2.1436 3.7461 0.2487
C -3.9049 -3.6004 4.2967
C -2.2479 -1.3340 2.7909
C -6.1456 -1.4557 -3.8016
C -2.6244 0.6366 -5.2772
C -1.0434 2.7639 0.7766
C 4.3930 2.6056 1.2264
C -3.6264 0.3946 1.9756
C 4.0439 3.1719 -0.1587
C -1.2341 -4.8351 1.4448
C -4.7569 -1.7286 -3.3527
C -0.2308 5.9076 -2.1605
C 7.8512 0.4815 3.5851
C -0.5642 -0.7007 -5.4700
C 7.3283 1.4304 2.5387
C -1.7277 0.0139 3.2808
C 1.9952 -3.2025 -0.6990
C 0.8520 -4.8537 -1.5416
C -2.0636 3.5670 -1.2921
C -5.0996 -2.8421 3.6923
C -4.7828 -1.3260 3.2956
C -0.5151 -5.6034 0.3430
C -2.6652 -1.4049 -4.5709
C 2.3130 -3.7579 -3.2013
C -3.7989 0.4224 -4.5554
B 1.7521 -0.4749 1.4347
H -3.1435 0.4948 1.0464
H -0.1544 -6.5372 0.6775
H -0.7448 -4.4952 2.3974
H 7.9894 1.4465 1.6592
H -0.8967 0.3416 2.6917
H -1.7042 -3.9124 1.0172
H -4.2037 -4.4798 4.9190
H 3.7223 2.3481 -0.8028
H -0.0474 0.0647 -4.8856
H -1.9627 4.7176 0.5517
H 7.3385 2.3931 2.9613
H 1.8229 -4.4317 -3.8532
H -2.1916 1.5107 -5.7036
H 4.9231 3.5679 -0.6719
H 3.4549 2.3407 1.6970
H 0.9980 2.6471 -0.4044
H -0.2067 1.4293 -0.8368
H 0.4142 -5.5444 -2.2432
H 5.5094 0.8202 4.3467
H -3.1498 3.4333 0.4670
H -2.3995 4.3557 -1.9894
H 8.9594 0.4361 3.5109
H -2.2983 -2.4304 -4.3729
H 7.8392 -1.6622 2.8606
H -4.7715 -1.4647 0.4953
H 7.7052 0.8586 4.5799
H -4.4958 1.1390 -4.1750
H -2.1499 -5.4566 1.6588
H -2.2486 -2.1806 3.4748
H -6.2088 -1.5476 -4.9253
H -1.4008 1.7256 1.0464
H -5.9420 -2.7631 4.4167
H 0.6810 7.8576 -2.5020
H -0.7754 1.7806 -2.8294
H 4.5772 0.5259 0.6728
H -4.6318 0.7657 1.8828
H 1.1588 -3.3828 1.3342
H 0.7665 2.7816 -2.9876
H -6.8421 -2.1082 -3.3314
H -3.3812 1.1020 4.0036
H 3.3689 -4.0421 -3.1229
H -4.6334 -1.4437 -2.3674
H 4.0109 0.7467 3.3012
H 5.9705 1.4180 0.1951
H -1.6156 -1.6363 1.9436
H 4.9226 3.4273 1.7094
H -0.2890 -0.6467 -6.5150
H -0.7036 3.3832 -3.6901
H -0.6695 5.7538 -3.1922
H 3.2029 3.9378 -0.0245
H 5.2078 -1.1119 2.2032
H -0.3243 -1.6273 -4.9569
H 6.6511 -0.7488 1.2057
H -2.9766 -1.6590 0.3174
H -5.3209 -3.4324 2.7976
H 6.6628 -1.2395 4.1980
H -1.4780 0.0330 4.2946
H 0.1692 4.7826 -0.3259
H -2.4056 1.8656 2.8420
H -1.2755 -5.9060 -0.4228
H -6.4633 -0.4665 -3.5499
H 1.2301 4.4302 -1.6498
H -0.5558 3.1494 1.6523
H -2.5245 2.6477 -1.6370
H -3.2949 -2.9362 4.9275
H 4.9504 2.2645 3.5765
H -3.1380 -4.0776 3.6594
H 2.6243 -2.2994 -0.7598
H -4.3928 -2.7712 -3.5251
H 1.4105 6.5066 -3.4287
H -4.0295 -2.9576 1.1665
H -1.0293 6.3747 -1.5450
H -5.5950 -0.8724 2.8111
H 1.7610 6.7636 -1.7405
H 2.1691 -2.7036 -3.4827
H -4.4590 -0.7781 4.2192
*
```

[3]
A molecular structure, C28H25GeHfN2O6. Source: the Open Molecules 2025 dataset; level of theory: the ωB97M-V functional and the def2-TZVPD basis.

Values from the calculation:
- F_max: 0.051 Eh/bohr
- ΔE to the lowest compared entry with this formula, charge and spin: 27.5 kcal per mole
- Energy: -3767.78280 Ha
- Frontier orbital gap: 7.30 eV

```
! RIJCOSX wB97M-V def2-TZVPD def2/J DEFGRID3
* xyz 1 1
Hf 1.8688 -0.1346 -1.1780
Ge -0.4332 -1.0495 0.8156
O 3.2106 -0.0739 2.3663
O 3.3764 0.1908 0.0448
O 1.7706 -2.1424 -4.3714
O 0.9520 1.9557 -2.5217
O -0.2234 3.8104 -2.3778
O 2.2247 -1.6810 -2.2230
N 1.3234 1.7025 -0.0460
N 3.4855 0.5702 -2.7168
C -2.1712 1.2252 -0.0695
C -0.9412 -1.1598 -3.3944
C 0.9060 2.9126 -0.4006
C -1.6109 -2.3491 -3.6311
C -0.5683 -0.8454 -2.0966
C -2.5116 -2.7159 2.0413
C -3.0773 -3.4888 3.0439
C 1.6047 3.7779 1.6971
C -1.3650 0.7064 0.9430
C -2.3808 -3.7164 4.2228
C 1.5273 -1.0087 0.7773
C -0.5388 -2.4203 3.3860
C 2.0306 2.5140 2.0614
C 1.8672 1.4854 1.1449
C 2.2636 -1.4534 -3.5253
C 2.5131 0.1033 1.1749
C -1.3067 1.3919 2.1564
C 1.0168 3.9919 0.4482
C -0.8524 -1.6910 -1.0174
C -1.8617 -3.2236 -2.5832
C -2.0046 2.5764 2.3428
C -1.1144 -3.1774 4.3959
C 0.5211 2.8779 -1.8464
C -2.7909 3.0905 1.3197
C 3.0013 -0.1500 -3.9158
C -2.8764 2.4093 0.1154
C -1.4820 -2.9002 -1.2868
C -1.2339 -2.1837 2.2031
H -0.0993 0.1298 -1.9040
H -0.7221 -0.4852 -4.2125
H 0.4592 -2.0126 3.5112
H -2.8306 -4.3083 5.0090
H -3.0708 -2.5168 1.1339
H 4.0691 -0.4583 2.1509
H 1.9765 -1.9837 0.9566
H 3.7911 1.5029 -2.9615
H -0.5907 4.4273 -1.7302
H -1.9329 -2.5904 -4.6345
H 2.2834 0.4757 -4.4464
H 3.7913 -0.4185 -4.6168
H -3.5160 2.7820 -0.6770
H 1.7488 4.6096 2.3739
H -0.7214 0.9756 2.9709
H 2.5161 2.3094 3.0047
H -4.0638 -3.9124 2.9054
H -0.5739 -3.3494 5.3178
H -3.3617 3.9977 1.4755
H 4.2890 0.0885 -2.3177
H -1.9409 3.0947 3.2920
H -1.6722 -3.5925 -0.4762
H -2.2950 0.6826 -0.9996
H 0.7155 4.9865 0.1480
H -2.3678 -4.1613 -2.7722
*
```

[4]
6 unconnected molecules or ions with the total composition C27H52ClN5O6P3S. Source: the Open Molecules 2025 dataset; level of theory: the ωB97M-V functional and the def2-TZVPD basis.

Values from the calculation:
- F_max: 0.043 Eh/bohr
- Energy: -3667.73437 Ha
- Frontier orbital gap: 6.86 eV

```
! RIJCOSX wB97M-V def2-TZVPD def2/J DEFGRID3
* xyz -1 1
Cl 3.8255 -2.1286 -2.4565
S 0.4050 -1.5585 -4.1911
P 0.2274 -1.2398 -1.9693
P -0.5986 2.9016 -1.2028
P 1.2604 3.9996 -1.4940
O -3.3709 -0.9356 -1.7807
O 0.0814 -0.9812 -0.2530
O 1.0486 5.3995 -1.8558
O 2.0735 3.2484 -2.7011
O -0.5049 0.3362 -2.2518
O 2.2114 3.8241 -0.2029
N 11.1342 -3.2547 2.0531
N 5.2078 -5.7567 0.5495
N -7.5324 4.7400 1.5973
N -6.9224 -1.9519 0.9161
N -1.0365 3.8045 1.5742
C -6.6682 -1.4923 -0.0973
C 9.3433 -1.7982 4.6234
C 10.6502 -1.1561 5.0751
C 9.5288 -3.2287 4.1070
C -8.5522 -1.7390 -2.4027
C -6.3631 -0.8939 -1.4052
C 8.3518 -4.3888 0.2218
C 2.6964 -2.2825 -1.0389
C -4.3087 5.5114 1.1527
C -8.1393 3.1192 -0.3577
C 3.3665 -3.2443 -0.0372
C 7.7692 -3.5188 -0.8880
C -7.6598 -0.5317 -2.1355
C -1.4345 4.8707 1.6531
C 1.3151 -2.7527 -1.4736
C 6.3372 -5.7981 0.3954
C -0.4273 0.2905 0.0414
C -3.4224 6.2368 2.1587
C 10.4290 -3.2468 2.9448
C -1.9448 6.2432 1.7537
C -7.7910 4.0265 0.7456
C -2.5341 -1.6824 -1.3682
C -10.6341 3.4706 0.0174
C -0.0664 1.1234 -1.2099
C -9.4801 3.5246 -0.9776
C 7.7941 -5.8157 0.2058
C -1.3914 -2.2280 -2.1574
H -10.7441 2.4684 0.4366
H 8.0205 -6.3032 -0.7432
H 1.4204 -3.4398 -2.3108
H 6.6897 -3.3975 -0.7815
H 10.4673 -0.1532 5.4613
H 9.4365 -4.4309 0.1154
H 2.2395 2.8917 0.0555
H -1.3497 6.7820 2.4913
H -1.5309 0.3127 0.0356
H 8.2113 -2.5227 -0.8608
H -3.5326 5.7655 3.1376
H -4.0374 4.4577 1.0692
H -4.2291 5.9658 0.1622
H -1.6871 -2.3465 -3.1963
H -5.7523 -0.0068 -1.2500
H 11.3565 -1.0633 4.2489
H 8.1436 -3.9196 1.1860
H 0.9049 -3.2831 -0.6107
H -7.3505 3.1594 -1.1092
H -0.1742 0.6971 1.0213
H -9.6965 2.8570 -1.8142
H -3.7646 7.2692 2.2597
H -2.5723 -1.9701 -0.2972
H 1.4810 -0.5503 -2.1350
H 7.9688 -3.9509 -1.8707
H -5.7768 -1.6007 -1.9890
H 3.8959 -4.0325 -0.5548
H -5.3526 5.5548 1.4630
H -9.4479 -1.4393 -2.9494
H 1.6283 2.4169 -2.9209
H -1.8136 6.7369 0.7891
H 4.1321 -2.6579 0.4783
H 8.5682 -3.6507 3.8091
H -8.0276 -2.4885 -2.9982
H 2.6401 -1.3207 -0.5414
H -9.4052 4.5351 -1.3843
H 1.0396 1.2048 -1.1109
H 2.6426 -3.6160 0.6814
H 11.1231 -1.7424 5.8661
H -1.1859 -3.2223 -1.7545
H -10.4854 4.1714 0.8401
H 8.2413 -6.4090 1.0043
H -8.8798 -2.2071 -1.4731
H -11.5716 3.7370 -0.4721
H -8.1903 2.0995 0.0270
H 9.9506 -3.8661 4.8854
H 8.8931 -1.1828 3.8424
H -1.3471 3.1894 -2.3736
H -8.2204 0.2016 -1.5488
H 1.5215 -0.8930 -4.5691
H -7.4083 -0.0575 -3.0862
H 8.6435 -1.8153 5.4608
*
```

[5]
A molecular structure, C18H11Br2IrN3O6. Source: the Open Molecules 2025 dataset; level of theory: the ωB97M-V functional and the def2-TZVPD basis.

Values from the calculation:
- F_max: 0.017 Eh/bohr
- ⟨S²⟩: 0.7542
- ΔE to the lowest compared entry with this formula, charge and spin: 0.0 kcal per mole
- Energy: -6560.09647 Ha
- Frontier orbital gap (alpha / beta): 8.19 / 6.48 eV

```
! RIJCOSX wB97M-V def2-TZVPD def2/J DEFGRID3
* xyz 2 2
Ir -0.8359 -0.3012 0.3086
Br -3.4616 1.5124 -0.3460
Br 0.0371 -1.3750 3.8056
O -0.6421 2.4808 3.4736
O -2.7333 -3.1538 -1.5989
O -2.0510 -1.1400 -0.9057
O 2.6885 -1.8514 -0.8064
O 0.5123 -1.3226 -0.6793
O -1.4152 1.1174 1.8818
N -0.7786 1.2430 -1.0575
N 0.9081 0.3512 1.1931
N -1.1460 -2.1146 1.3699
C -2.2224 -2.4721 -0.7736
C 0.3274 2.4366 -2.8005
C -0.8525 3.1031 -3.1010
C 2.0787 1.6902 2.7517
C 3.2515 0.1327 1.3289
C -2.1531 -4.2582 0.9551
C -1.8472 -4.6633 2.2476
C 0.3243 1.5147 -1.7812
C 3.2727 1.1055 2.3183
C -1.2073 -3.7747 3.0894
C -0.4811 1.6323 2.5114
C -1.9199 1.8908 -1.3535
C 0.9066 1.2687 2.1639
C 1.8061 -1.2245 -0.3205
C -1.9925 2.8279 -2.3656
C 2.0256 -0.2141 0.7786
C -0.8701 -2.5153 2.6168
C -1.7988 -2.9891 0.5696
H -2.9318 3.3206 -2.5690
H 4.2117 1.4049 2.7641
H 1.2124 0.9520 -1.5379
H -1.5827 2.6609 3.6566
H -0.9591 -4.0355 4.1077
H -2.6665 -4.8893 0.2434
H 2.0589 2.4367 3.5340
H -0.8879 3.8275 -3.9036
H 1.2370 2.6147 -3.3550
H -2.1152 -5.6511 2.5973
H 4.1471 -0.3570 0.9699
*
```

[6]
A molecular structure, C6H5N5O2. Source: the Open Molecules 2025 dataset; level of theory: the ωB97M-V functional and the def2-TZVPD basis.

Values from the calculation:
- F_max: 0.122 Eh/bohr
- ΔE to the lowest compared entry with this formula, charge and spin: 109.1 kcal per mole
- Energy: -655.66710 Ha
- Frontier orbital gap: 8.33 eV

```
! RIJCOSX wB97M-V def2-TZVPD def2/J DEFGRID3
* xyz 0 1
O -3.5275 0.1329 0.8934
O -0.8222 -2.2018 0.5803
N 1.6975 1.3368 -0.0198
N 0.7634 2.0868 0.7258
N -2.3260 -0.5247 -1.1459
N 0.9224 -0.7878 0.8411
N -0.3657 1.8783 0.3397
C -0.3212 -1.0659 0.2985
C 0.9628 0.7845 -1.1086
C -1.0144 -0.2099 -0.6914
C -0.3631 1.0532 -0.8039
C 2.0320 0.0952 0.7312
C -2.9050 -0.2083 -0.0435
H 2.4064 0.5266 1.6199
H -2.6332 -1.2232 -1.9032
H 1.3649 0.3596 -1.9187
H 1.3529 -1.5155 1.4078
H 2.7761 -0.5168 0.1976
*
```

[7]
C2H3ClF2 in the gas phase. Source: the Open Molecules 2025 dataset; level of theory: the ωB97M-V functional and the def2-TZVPD basis.

Values from the calculation:
- SMILES: FC(F)CCl
- F_max: 0.075 Eh/bohr
- ΔE to the lowest compared entry with this formula, charge and spin: 24.5 kcal per mole
- Energy: -737.90165 Ha
- Frontier orbital gap: 11.85 eV

```
! RIJCOSX wB97M-V def2-TZVPD def2/J DEFGRID3
* xyz 0 1
Cl -1.5576 1.3134 -0.3498
F -0.4383 -1.2339 0.9833
F -0.4860 -1.1650 -1.2249
C 0.1558 -0.8119 -0.1266
C 0.1187 0.8530 0.0928
H 1.0963 -1.3530 -0.1568
H 0.7292 1.5568 -0.3666
H 0.3820 0.8407 1.1486
*
```

[8]
4 unconnected molecules or ions with the total composition C20H16Br2O6. Source: the Open Molecules 2025 dataset; level of theory: the ωB97M-V functional and the def2-TZVPD basis.

Values from the calculation:
- SMILES: O=C1C=CC(=O)C=C1.O=C1C=CC(=O)C=C1.O=C1C=CC(=O)C=C1.BrCCBr
- F_max: 0.072 Eh/bohr
- ΔE to the lowest compared entry with this formula, charge and spin: 35.6 kcal per mole
- Energy: -6371.01580 Ha
- Frontier orbital gap: 7.90 eV

```
! RIJCOSX wB97M-V def2-TZVPD def2/J DEFGRID3
* xyz 0 1
Br 20.7639 5.4824 13.0053
Br 17.5612 8.4214 14.3470
O 11.2830 6.6886 18.2378
O 23.0041 8.3768 9.9308
O 16.6633 6.8752 17.0839
O 17.6335 4.6093 10.6215
O 25.4935 11.4129 13.7291
O 12.6024 2.4456 10.0773
C 24.9175 10.7582 12.8882
C 14.8401 6.3842 18.6927
C 15.4467 6.7289 17.3716
C 16.5150 4.1053 10.5261
C 12.4972 6.5731 17.9155
C 15.4901 4.6778 9.6557
C 24.4805 10.1418 10.4993
C 19.4325 6.8476 13.0316
C 14.7518 2.4148 11.1570
C 13.5495 6.2820 18.9120
C 13.7077 2.9344 10.2432
C 23.2324 9.0114 12.2274
C 23.7953 9.7858 13.1613
C 16.0303 2.9090 11.2813
C 19.1226 7.2711 14.4253
C 25.1994 10.8084 11.4479
C 14.4223 6.8387 16.3467
C 13.0609 6.8035 16.5848
C 23.5018 9.1519 10.7894
C 14.2072 4.1873 9.5518
H 15.4860 6.2150 19.5415
H 16.7175 2.3764 11.9220
H 22.4391 8.3482 12.5396
H 13.3692 6.1840 19.9723
H 24.5782 10.3595 9.4460
H 25.9283 11.5820 11.2561
H 18.6883 6.4103 14.9338
H 18.6325 6.3881 12.4512
H 12.4325 7.0622 15.7455
H 14.5461 1.5434 11.7609
H 14.7794 6.9352 15.3320
H 23.4729 9.6523 14.1833
H 19.8283 7.7066 12.4899
H 13.4931 4.7773 8.9964
H 19.9042 7.7328 15.0286
H 15.7621 5.5809 9.1295
*
```

[9]
A molecular structure, C3H8CoO3. Source: the Open Molecules 2025 dataset; level of theory: the ωB97M-V functional and the def2-TZVPD basis.

Values from the calculation:
- F_max: 0.020 Eh/bohr
- ⟨S²⟩: 3.7583
- Energy: -1727.47200 Ha
- Frontier orbital gap (alpha / beta): 7.06 / 7.68 eV

```
! RIJCOSX wB97M-V def2-TZVPD def2/J DEFGRID3
* xyz 0 4
Co -0.3210 0.9450 0.8364
O -0.9038 3.2551 -0.1287
O -0.2749 -1.1180 -1.0458
O 0.0713 -0.4544 1.9535
C 0.7050 -1.5950 -0.1512
C -0.3911 0.3316 -1.1267
C 0.2722 -1.6751 1.3162
H 1.0622 -2.2629 1.8318
H 1.6211 -0.9759 -0.2329
H -1.3661 0.4665 -1.6281
H -0.5787 4.0292 0.3401
H 0.4617 0.6671 -1.7566
H 0.9693 -2.6123 -0.4854
H -0.6817 3.3012 -1.0724
H -0.6455 -2.3020 1.3498
*
```